ORCA calculation (ωB97M-V/def2-TZVPD) on a gas-phase ion, C10H20N3O2 (charge +1).

```
! RIJCOSX wB97M-V def2-TZVPD def2/J DEFGRID3
* xyz 1 1
N 2.2309 -0.0209 -0.8217
H -1.0100 1.1807 1.5193
C 0.4577 2.0723 -0.2775
H 0.6553 -4.2244 -1.0052
H 2.2558 -3.9897 -0.2536
C -0.4414 3.2846 -0.0470
H 1.2122 2.4741 -0.9399
H -1.0872 1.2050 -2.6792
C 0.0240 0.7278 -0.8160
H -2.8159 0.2205 0.0226
H 0.7702 -3.7557 0.8300
H -2.6397 1.9785 -0.5105
N -0.0488 -1.5772 0.1789
H 3.0375 -1.6417 0.2706
H -3.4147 0.7633 -1.6456
N -0.1819 -0.2434 0.3850
H -0.3907 -2.1115 1.0510
C 2.2214 -1.1923 -0.3239
C -2.6304 0.9750 -0.8995
H 0.1013 4.2064 0.2015
H -0.4289 0.2029 3.5903
H -1.1101 3.1784 0.8077
H -1.0277 -1.3216 2.9339
H 0.7773 -2.0572 -1.5657
H -1.5147 -0.3864 -2.1244
C -0.6092 0.1986 1.5855
H 1.1182 1.7787 0.6015
C 1.2125 -3.6341 -0.2453
C -0.3366 -0.5341 2.8325
H 0.7277 -0.8414 2.6997
C 1.0789 -2.2059 -0.5591
C -1.3050 0.6794 -1.6759
H -0.9371 3.5214 -0.8880
O 0.9921 0.1759 -1.5738
O 3.0572 0.9140 -0.6580
*
```

Its energy is -707.2900 hartree. The value obtained for the highest occupied orbital energy (alpha / beta) is -12.92 / -12.92 eV. The value obtained for the frontier orbital gap (alpha / beta) is 8.72 / 8.72 eV.

=====

ORCA calculation (ωB97M-V/def2-TZVPD) on a molecular structure, C29H51NO2PmSSi2.

```
! RIJCOSX wB97M-V def2-TZVPD def2/J DEFGRID3
* xyz 1 5
C -0.1445 3.9077 2.5037
H -2.0562 0.1835 -4.2448
H -0.4288 2.0480 -3.9054
C 0.3053 -1.1427 5.7161
C 4.2463 0.2948 0.5504
H -3.5426 0.5506 1.7668
H 1.3232 -1.0227 -1.0640
C -0.0420 3.4576 -0.2670
C -0.0893 2.5954 2.0098
C -1.6944 -0.8203 -4.4499
Si -3.3474 0.0058 -0.6458
H -0.1073 5.6009 -0.4561
H 1.0775 0.1332 -7.5480
H 0.5588 -3.1949 6.3260
N 0.0171 0.1519 2.3646
H 4.3256 -0.4768 -3.2544
H -1.6340 -2.1052 -6.2399
H -4.6433 -1.8605 -1.6510
H -0.1995 6.0010 1.9894
H 0.1590 -4.3466 -3.9427
C 1.9056 0.3610 -5.5503
H 1.8642 1.6911 -7.2680
C -0.4279 -3.4778 -3.6450
C -0.7373 2.4051 -5.9772
Pm 0.0000 0.0000 0.0000
H -1.0801 3.4300 -5.8422
H 4.0488 1.1599 1.1777
H 4.8051 2.4026 -1.8639
C 0.2427 -2.1790 -4.1343
H -1.8886 1.9017 -1.2619
H 5.4789 -0.6431 -1.9548
C -1.7656 -1.0416 -0.5392
H 0.3246 -0.7402 6.7208
H -4.4397 -0.9133 1.3811
H 0.8810 0.7753 -1.6040
H 0.2661 -2.5557 2.0619
H 1.2688 -2.1753 -3.7777
S 0.0163 1.3727 4.5793
H 2.1491 -0.6852 -5.3787
C -2.9610 1.7253 -1.2502
H -3.3284 1.8875 -2.2625
H 0.5297 -4.0962 4.0091
H -0.5052 -3.4968 -2.5594
C 0.2723 -2.1685 3.0726
H -0.9891 -0.4910 -6.5095
Si 3.4259 0.4776 -1.1227
H 0.3792 -2.2179 -5.2141
H 5.3280 0.2475 0.4350
C -0.1541 4.9881 1.6108
C 0.4380 -2.5216 5.4874
H 0.9951 2.6852 -4.6936
C 1.5790 0.0031 -1.3018
H -2.4199 -1.5053 -4.0231
C 4.4184 -0.6995 -2.1957
H 2.6864 0.9458 -5.0713
H -0.0019 3.2821 -1.3340
H 3.1851 2.5139 -2.5400
C 0.1440 -0.8021 3.3157
O 0.6389 0.6466 -4.9628
H -1.4276 -3.6049 -4.0587
H -5.5822 -0.3752 -1.6414
C 1.9157 0.6248 -7.0562
C -1.7558 -1.0543 -5.9810
C -4.1796 0.0821 1.0243
H -0.1786 4.0985 3.5683
C -0.1011 4.7632 0.2291
H -1.9743 -2.0344 -0.9326
C -0.0442 1.4007 2.8849
C 3.7493 2.2444 -1.6510
H 4.1000 -1.7292 -2.0436
H -2.7197 -0.7361 -6.3769
C -4.5861 -0.7840 -1.8072
H 2.8345 0.2505 -7.5054
C 0.1659 1.9868 -4.8142
H 3.9453 -0.6023 1.0812
H -1.6822 -1.2280 0.5218
H 0.3428 -0.0042 -4.2148
H -4.3415 -0.6051 -2.8526
C -0.0366 2.3827 0.6258
H -3.4150 2.4811 -0.6111
O -0.4326 -0.9587 -3.7427
C 0.4217 -3.0322 4.1726
C 0.1612 -0.3074 4.6125
H 3.4674 2.9388 -0.8619
H -0.2275 2.3541 -6.9357
H -5.0993 0.6636 0.9723
H -1.6201 1.7723 -6.0374
*
```

Its expectation value of S² is 6.01. Its energy is -2925.9890 hartree. The value obtained for the highest occupied orbital energy (alpha / beta) is -9.84 / -9.81 eV. The value obtained for the frontier orbital gap (alpha / beta) is 7.60 / 7.58 eV.

=====

ORCA calculation (ωB97M-V/def2-TZVPD) on 6 unconnected molecules or ions with the total composition C36H61Br3FN4O28PS5.

```
! RIJCOSX wB97M-V def2-TZVPD def2/J DEFGRID3
* xyz 0 1
H -4.7729 9.4258 -1.7730
O 0.4784 4.7142 -3.2585
O -2.2392 4.8163 3.5342
O -6.5813 6.0195 -0.1331
H -0.4261 -4.7596 -2.8739
O 0.1977 2.8297 -1.6894
H 1.7576 5.1668 -4.8368
C -2.7937 -1.3293 -3.1703
N -3.5990 2.0207 2.7627
H 2.8741 3.3918 -3.5950
O -1.5782 -2.0663 2.5863
F 2.1578 -5.1918 2.3365
H -0.5506 -4.3004 0.7862
N 5.1344 -6.2763 -1.8927
C 2.7819 4.3578 -3.0916
C 4.9434 2.6149 3.5265
H -3.9317 -2.1333 -1.3150
C 0.5726 -3.2713 -1.6727
H 4.3790 -1.3861 2.6556
C -2.0923 -2.2388 1.4115
C 0.4985 -6.4592 1.2186
H -0.0332 0.4271 -0.9593
O 0.2249 4.8364 3.4525
O -4.1763 1.7012 0.5721
H -7.0439 1.7874 1.8408
C 0.4959 -3.8940 0.9408
H 1.1492 -7.3479 0.9848
H 1.4425 -0.4490 -1.2240
H 2.5661 -2.8320 2.2345
O 0.2755 5.1789 -0.8470
C -3.3368 1.4882 1.4392
S 6.0161 0.5287 4.3433
C -7.5340 2.3725 1.0636
C 2.4060 -2.5510 0.1519
H -2.8963 7.9301 -1.3565
H -4.8181 8.3490 -3.1912
H -5.9489 3.0176 -0.2821
C -1.7183 -2.6890 -1.1246
C -4.8895 8.3905 -2.1054
C -4.1001 -0.4135 -3.3125
O -0.9037 3.5333 5.1665
H 5.5830 -6.3171 -4.0759
H -1.9397 -3.6993 -0.6935
H -1.4778 0.2971 1.9666
H 3.7553 4.8457 -3.0650
C 2.8156 -5.5883 -2.2836
C 0.6525 -0.2837 -0.4283
H -3.8036 0.6294 -3.6219
S 0.6878 4.1664 -1.7540
C 1.2918 -5.8947 -2.1774
O -4.4159 7.2469 -0.1181
C 1.7224 5.2212 -3.7501
O -3.1850 -2.8177 1.2809
H 0.2549 -1.4322 1.1795
C 5.6459 -5.8843 -0.6573
O 1.1829 -1.2503 -3.5838
C 3.7712 -6.8625 -2.0506
C -1.4092 -1.6881 0.0722
O 5.7377 1.5113 3.0893
H 5.1130 3.4854 2.8947
P 1.6667 -2.5704 -3.0527
H 2.1804 -5.3294 0.3007
H 3.2376 -4.7923 -1.6171
C 1.0889 3.8245 3.9727
H -1.3355 1.4848 0.6143
H 1.7196 3.4143 3.1846
C -6.6168 3.4265 0.4710
O 2.3024 4.1253 -1.7649
H -4.5955 -0.3393 -2.3025
C -3.8856 7.4787 -1.4228
H -4.5852 2.3086 2.7770
H -2.1455 0.1830 -1.0427
C 4.0845 -1.6816 1.6040
H 5.1113 -5.9742 0.3144
O 7.4144 0.3073 4.4384
N 0.0658 -1.5204 0.1441
O 1.4113 -3.6137 -4.3619
H 7.9839 -5.1002 -3.1336
C 0.8571 -2.7887 -0.1835
H 3.4557 -7.3615 -1.0813
H -1.9379 -0.6154 -2.9980
H -0.5118 -5.1926 -1.1734
O 3.2806 -2.5710 -2.8013
C 1.3973 0.6392 0.6454
H 3.8090 -2.5955 -3.6247
S -8.8455 4.4691 0.7701
H 0.4398 -3.3743 1.9517
C 0.1581 2.7849 4.5689
C -3.0462 -2.3514 -1.9554
O 5.5698 1.5480 5.5144
H 0.2168 -6.5297 2.3098
H -0.2699 2.1451 3.7927
H -3.0803 2.9157 2.7788
C 5.8982 -6.0734 -3.0373
H -7.9149 1.7006 0.2901
O -6.1667 7.9269 -1.6666
C -2.2898 -0.3750 -0.0778
H 6.3091 3.3970 5.0178
N 2.6382 -2.0935 1.5335
Br -3.5093 -4.1170 -2.8139
C 6.9685 -5.3274 -1.0102
Br -2.5788 -2.2716 -4.9216
C 1.4123 -5.1406 1.0936
O -9.9560 4.3049 -0.1052
O 1.0254 0.8524 1.7434
H 4.6863 -2.6236 1.3718
H -0.4139 -6.4218 0.5716
H 0.5826 -3.3070 -4.7887
H 1.8102 6.2647 -3.4358
H 2.8916 -1.7599 -0.4954
C 5.3634 2.8515 4.9658
O -0.9285 5.9914 5.3030
H 4.6049 3.3882 5.5343
C 0.2200 -4.7828 -1.9377
H -4.8348 -0.8942 -4.0132
H 7.6735 -4.8773 -0.2722
O -8.7396 5.5582 1.6788
H 4.3537 -0.9031 0.8449
H 3.0526 -5.2628 -3.3462
H 1.7186 4.2806 4.7425
H 1.1772 -6.6939 -1.3728
H 3.7132 -7.5993 -2.8924
H -3.8119 6.5166 -1.9370
H -3.3901 -0.6020 0.0505
H 1.0219 -6.4658 -3.1235
H 3.8916 2.3203 3.4641
H -6.0274 3.9219 1.2489
O 5.0698 -0.5341 4.2963
Br 3.0684 1.5647 0.0698
H 0.6540 2.1650 5.3147
H 3.0486 -3.4586 -0.0304
O -7.4912 4.3976 -0.1037
C -2.0273 0.7106 1.0830
O -0.6629 -2.5757 -2.0669
O -6.4364 8.3663 0.7478
S -6.0331 7.3491 -0.1594
S -1.0991 4.9282 4.3771
O -8.6371 3.0985 1.6058
C 7.1289 -5.4428 -2.5054
*
```

Its energy is -13888.0132 hartree. The value obtained for the highest occupied orbital energy is -8.69 eV. The value obtained for the frontier orbital gap is 8.24 eV.

=====

| no. | strongest force on any atom (eV/A) |
| --- | --- |
| 1 | 4.26 |
| 2 | 7.14 |
| 3 | 6.67 |